C30H35ClN | wB97M-V/def2-TZVPD

E = -1678.88181 hartree
Largest force on an atom = 2.62 eV/A
Orbital gap = 6.14 eV
HOMO = -10.726 eV
Structure (SMILES) = Cc1cc(C)c([C@H](C)C[C@@H](c2c(C)cc(C)cc2C)[C@H]2C=[NH+]c3ccc(Cl)cc32)c(C)c1
Charge = +1

```
67
C30H35ClN wB97M-V/def2-TZVPD
C -4.55 3.68 2.92
C -3.79 2.62 2.18
C -3.21 1.56 2.87
C -2.53 0.54 2.21
C -1.94 -0.53 3.09
C -2.42 0.57 0.80
C -1.71 -0.56 0.04
C -2.53 -1.86 0.13
C -0.26 -0.73 0.54
C 0.85 -0.54 -0.53
C 2.02 0.17 0.17
C 2.19 1.57 0.07
C 1.18 2.44 -0.65
C 3.30 2.18 0.65
C 4.19 1.45 1.44
C 5.39 2.10 2.08
C 3.95 0.09 1.64
C 2.85 -0.55 1.07
C 2.59 -1.97 1.48
C -3.00 1.65 0.10
C -2.91 1.72 -1.40
C -3.66 2.66 0.79
H -4.95 4.42 2.23
H -5.39 3.25 3.49
H -3.91 4.20 3.65
H -3.28 1.52 3.96
H -1.62 -1.43 2.57
H -1.07 -0.14 3.65
H -2.67 -0.82 3.85
H -1.67 -0.31 -1.02
H -3.54 -1.68 -0.26
H -2.07 -2.66 -0.47
H -2.63 -2.21 1.17
H -0.08 0.02 1.33
H -0.15 -1.71 1.03
H 0.45 0.15 -1.28
H 1.43 3.49 -0.51
H 1.16 2.25 -1.74
H 0.16 2.29 -0.26
H 3.46 3.25 0.51
H 5.96 1.36 2.64
H 6.05 2.55 1.33
H 5.10 2.90 2.77
H 4.61 -0.49 2.28
H 3.45 -2.33 2.06
H 1.70 -2.07 2.12
H 2.47 -2.66 0.64
H -3.46 2.60 -1.76
H -1.87 1.83 -1.75
H -3.34 0.84 -1.89
H -4.08 3.50 0.23
Cl 2.24 -0.73 -6.39
C 1.43 -1.55 -5.12
C 1.56 -1.07 -3.80
C 1.01 -1.82 -2.77
C 0.29 -2.97 -3.06
N 0.07 -3.69 -1.87
C 0.61 -3.06 -0.83
C 1.28 -1.78 -1.26
C 0.03 -3.39 -4.36
C 0.66 -2.70 -5.40
H 2.11 -0.15 -3.58
H -0.45 -4.56 -1.81
H 0.58 -3.51 0.17
H 2.38 -1.89 -1.18
H -0.63 -4.24 -4.54
H 0.58 -3.04 -6.43
```

Atomic partial charges in e from the Löwdin method, atoms 1 to 8: C -0.05; C -0.26; C -0.01; C -0.21; C -0.05; C -0.12; C -0.29; C -0.04